# 1
88
Properties=species:S:1:pos:R:3 method="wB97M-V/def2-TZVPD" total_energy_ha=-5824.34249 e_above_lowest_ev=2.282 lumo_ev="0.41 / -1.68" gap_ev="5.842 / 6.368" s_squared=3.774 multiplicity=4 e_homo_ev="-5.429 / -8.051"
Ti -0.995 -0.745 -0.479
C 1.541 3.128 -7.179
C 0.980 2.161 -6.177
C 0.167 1.103 -6.574
C -0.325 0.196 -5.650
C -0.005 0.350 -4.313
C 0.794 1.401 -3.897
C 1.278 2.305 -4.824
S -0.539 -0.857 -3.109
O -1.845 -0.451 -2.595
O -0.505 -2.148 -3.736
N 0.495 -0.705 -1.871
C 0.974 -1.938 -1.456
C 1.814 -2.748 -2.205
C 2.143 -4.000 -1.706
C 1.620 -4.383 -0.472
C 0.814 -3.512 0.220
N 0.483 -2.292 -0.245
H 1.641 2.662 -8.157
H 2.516 3.487 -6.855
H 0.882 3.991 -7.282
H -0.074 0.980 -7.622
H -0.943 -0.636 -5.952
H 1.039 1.482 -2.849
H 1.902 3.125 -4.495
H 2.162 -2.402 -3.165
H 2.781 -4.665 -2.267
H 1.851 -5.353 -0.059
H 0.403 -3.770 1.185
C -4.349 -2.570 0.186
C -2.985 -1.943 0.026
O -2.117 -2.454 -0.719
O -2.696 -0.878 0.654
H -4.588 -3.142 -0.707
H -5.093 -1.793 0.352
H -4.349 -3.236 1.050
C -0.287 3.247 2.401
Si -1.199 1.623 2.839
C -3.048 1.754 2.410
C -1.128 1.638 4.759
Ge -0.034 -0.342 1.837
Si -0.308 -2.165 3.482
C 1.190 -3.350 3.719
C -1.843 -3.160 2.933
C -0.666 -1.600 5.278
Si 2.399 0.076 1.667
C 3.441 -1.443 1.160
C 2.950 0.610 3.425
C 3.014 1.466 0.497
H -0.827 4.102 2.806
H -0.185 3.400 1.330
H 0.712 3.250 2.838
H -3.556 2.443 3.084
H -3.531 0.782 2.484
H -3.190 2.110 1.393
H -1.224 2.659 5.120
H -0.188 1.246 5.137
H -1.939 1.066 5.203
H 1.112 -4.254 3.118
H 1.248 -3.670 4.758
H 2.131 -2.863 3.473
H -1.733 -3.516 1.909
H -2.713 -2.503 2.952
H -2.048 -4.016 3.574
H 0.138 -0.975 5.661
H -0.754 -2.464 5.935
H -1.590 -1.035 5.345
H 3.332 -2.269 1.859
H 4.499 -1.187 1.114
H 3.144 -1.806 0.177
H 2.739 -0.172 4.151
H 2.418 1.505 3.743
H 4.016 0.824 3.461
H 2.821 1.212 -0.546
H 4.091 1.585 0.610
H 2.551 2.427 0.719
N 0.491 4.313 -1.392
C -0.494 3.354 -1.324
C -0.245 2.111 -0.759
N -1.230 1.186 -0.576
C -2.476 1.589 -0.976
C -2.675 2.801 -1.576
N -1.706 3.713 -1.768
H 1.449 4.010 -1.408
H 0.266 5.114 -1.959
H 0.741 1.821 -0.425
H -3.292 0.904 -0.789
H -3.658 3.097 -1.919

=====

# 2
64
Properties=species:S:1:pos:R:3 method="wB97M-V/def2-TZVPD" total_energy_ha=-1048.21924 e_above_lowest_ev=8.465 lumo_ev=-2.15 gap_ev=10.113 total_charge=+1 e_homo_ev=-12.266
O 0.212 0.226 -0.301
H 0.094 1.079 -0.592
H -0.694 -0.286 -0.189
H 0.976 -0.284 -0.701
C 4.734 -0.765 -0.826
C 3.605 -1.638 -1.170
C 3.070 -2.343 0.006
O 2.441 -0.904 -1.612
H 4.970 -0.011 -1.656
H 5.652 -1.295 -0.492
H 4.524 -0.174 0.190
H 3.927 -2.466 -2.066
H 2.208 -2.900 -0.094
H 3.006 -1.716 0.773
H 3.819 -3.090 0.310
H 2.501 -0.829 -2.606
C -1.783 -3.329 1.053
C -1.753 -2.244 2.060
C -0.505 -2.362 2.938
O -1.800 -0.993 1.460
H -1.871 -4.312 1.639
H -1.113 -3.607 0.415
H -2.687 -3.399 0.412
H -2.696 -2.422 2.833
H -0.732 -1.662 3.701
H 0.449 -1.937 2.483
H -0.307 -3.320 3.209
H -2.230 -0.524 2.063
C 1.409 2.622 -2.382
C 0.031 3.427 -2.082
C -0.853 3.402 -3.226
O -0.460 2.692 -0.964
H 1.196 1.862 -2.879
H 2.020 2.611 -1.513
H 1.788 3.345 -3.127
H 0.281 4.413 -1.834
H -1.227 2.370 -3.505
H -0.599 3.867 -4.196
H -1.786 3.970 -3.185
H -1.288 3.202 -0.599
C -3.770 -0.685 -1.383
C -2.813 -1.429 -2.233
C -2.631 -0.896 -3.598
O -1.541 -1.592 -1.580
H -4.210 -1.210 -0.577
H -4.698 -0.324 -1.963
H -3.458 0.227 -0.884
H -3.114 -2.616 -2.251
H -3.555 -1.012 -4.230
H -1.881 -1.341 -4.240
H -2.238 0.227 -3.763
H -1.246 -2.479 -2.024
C 1.324 2.309 4.758
C 0.447 1.552 3.820
C -0.358 2.257 2.771
O 1.345 0.801 3.075
H 1.748 1.759 5.309
H 0.515 2.868 5.411
H 1.807 2.978 4.151
H -0.224 1.017 4.277
H 0.158 3.196 2.702
H -1.392 2.462 3.149
H -0.400 1.697 1.849
H 1.654 -0.041 3.707

=====

# 3
13
Properties=species:S:1:pos:R:3 method="wB97M-V/def2-TZVPD" total_energy_ha=-303.51640 e_above_lowest_ev=3.256 lumo_ev=0.86 gap_ev=10.645 smiles=N#C[C@H]1[C@H]2CCN21 e_homo_ev=-9.789
N -1.757 1.612 1.588
C -0.883 1.241 0.931
C -0.174 1.181 -0.330
C 0.983 0.306 -0.532
C 0.763 -0.794 0.503
C -0.448 -1.202 -0.367
N -0.317 0.026 -1.218
H -0.267 2.139 -0.819
H 1.878 0.664 -1.040
H 1.569 -1.517 0.704
H 0.288 -0.224 1.443
H -0.367 -2.053 -1.051
H -1.369 -1.290 0.215

=====

# 4
18
Properties=species:S:1:pos:R:3 method="wB97M-V/def2-TZVPD" total_energy_ha=-343.44863 e_above_lowest_ev=3.144 lumo_ev=-3.33 gap_ev=9.835 total_charge=+1 smiles="C=C(O)[C@](C)(N)[NH3+]" e_homo_ev=-13.168
C 1.638 1.329 0.286
C 1.062 0.156 -0.107
C -1.219 0.913 0.669
C -0.415 -0.313 0.221
N -0.538 -1.316 1.045
N -0.720 -0.652 -1.339
O 1.941 -0.776 -0.610
H 2.724 1.466 0.197
H 0.969 2.107 0.789
H -2.151 0.678 1.062
H -0.677 1.558 1.420
H -1.451 1.558 -0.170
H -1.516 -1.605 1.468
H 0.008 -2.207 1.132
H -1.460 -1.401 -1.584
H -1.048 0.074 -2.040
H 0.075 -1.204 -1.650
H 2.776 -0.366 -0.789

=====

# 5
18
Properties=species:S:1:pos:R:3 method="wB97M-V/def2-TZVPD" total_energy_ha=-1010.10227 e_above_lowest_ev=0.465 lumo_ev="3.95 / 3.68" gap_ev="4.721 / 6.370" s_squared=0.754 multiplicity=2 total_charge=-1 e_homo_ev="-0.770 / -2.686"
N 2.121 -0.153 -1.722
C 1.818 -1.407 -1.023
C 0.391 -1.874 -1.203
S -1.068 -0.953 -0.614
S 0.045 0.231 1.138
C -0.950 1.776 1.383
C -2.450 1.415 1.554
H 1.952 0.679 -1.163
H 3.140 -0.171 -1.730
H 2.533 -2.175 -1.336
H 2.028 -1.385 0.061
H 0.291 -1.974 -2.292
H 0.212 -2.877 -0.807
H -0.740 2.254 2.337
H -0.794 2.397 0.504
H -3.020 1.314 0.632
H -2.804 2.321 2.077
H -2.707 0.582 2.204

=====

# 6
20
Properties=species:S:1:pos:R:3 method="wB97M-V/def2-TZVPD" total_energy_ha=-3561.03395 lumo_ev=-0.56 gap_ev=8.587 e_homo_ev=-9.143
C -0.773 -2.571 -1.059
C -0.546 -1.729 -2.187
C -0.713 -2.035 0.195
C -0.377 -0.348 -2.073
C -0.286 -0.710 0.348
C -0.118 0.179 -0.781
C -0.164 -0.274 1.700
C -0.007 1.796 1.874
N 0.391 1.416 -0.587
O -0.009 -0.719 2.769
O 1.610 3.288 0.289
O 2.347 0.984 0.920
S 1.344 1.975 0.709
Br 0.723 2.138 3.582
H -0.948 -3.546 -1.182
H -0.548 -2.094 -3.258
H -0.874 -2.448 1.123
H -0.279 0.263 -2.862
H -0.887 2.311 1.690
H 0.114 2.123 -1.210

=====

# 7
12
Properties=species:S:1:pos:R:3 method="wB97M-V/def2-TZVPD" total_energy_ha=-459.63178 e_above_lowest_ev=0.000 lumo_ev="-0.26 / -3.37" gap_ev="6.383 / 7.182" s_squared=2.017 multiplicity=3 e_homo_ev="-6.646 / -10.550"
C 1.621 -0.734 -0.731
C -1.651 0.985 -0.096
C 0.514 -0.316 -0.061
C -0.548 0.536 -0.678
N 0.221 -0.614 1.353
O -0.748 -1.263 1.712
O 0.810 0.079 2.154
F -0.298 0.827 -1.972
H 2.425 -1.222 -0.236
H 1.852 -0.602 -1.802
H -2.253 1.672 -0.574
H -1.946 0.651 0.929

=====

# 8
93
Properties=species:S:1:pos:R:3 method="wB97M-V/def2-TZVPD" total_energy_ha=-3337.29211 e_above_lowest_ev=1.729 lumo_ev=-3.33 gap_ev=7.327 total_charge=+1 e_homo_ev=-10.658
In -0.003 1.161 -0.473
C -0.291 0.088 2.801
O 0.322 1.061 1.951
C 0.310 2.368 2.515
C 1.373 3.095 1.756
O 1.036 3.176 0.357
C 0.594 4.511 -0.031
C -0.892 4.600 -0.221
O -1.134 3.723 -1.289
C -2.413 3.903 -1.882
H 0.271 0.042 3.736
H -0.221 -0.874 2.305
H -1.333 0.348 3.006
H 0.577 2.331 3.575
H -0.686 2.808 2.415
H 2.290 2.517 1.809
H 1.570 4.090 2.153
H 1.088 4.722 -0.978
H 0.950 5.220 0.715
H -1.169 5.630 -0.473
H -1.453 4.300 0.671
H -2.484 4.909 -2.303
H -3.205 3.755 -1.142
H -2.509 3.180 -2.684
C -5.518 -2.940 -1.725
C -4.402 -2.042 -2.178
C -4.653 -0.697 -2.462
C -3.646 0.131 -2.918
C -2.361 -0.384 -3.066
C -2.083 -1.712 -2.790
C -3.114 -2.533 -2.355
S -1.103 0.705 -3.605
O -1.591 1.459 -4.706
O 0.085 -0.196 -3.899
O -0.640 1.553 -2.483
H -6.173 -2.427 -1.021
H -5.134 -3.842 -1.250
H -6.127 -3.247 -2.577
H -5.656 -0.304 -2.347
H -3.861 1.159 -3.180
H -1.085 -2.107 -2.929
H -2.905 -3.575 -2.147
O 0.897 -1.428 0.130
S 3.363 0.464 1.191
C 3.158 -0.467 2.695
C 3.343 0.202 3.902
C 3.117 -0.451 5.107
C 2.722 -1.781 5.109
C 2.550 -2.453 3.906
C 2.755 -1.798 2.700
C 4.774 -0.286 0.402
C 4.689 -1.534 -0.204
C 5.799 -2.071 -0.837
C 6.989 -1.358 -0.883
C 7.071 -0.107 -0.289
C 5.967 0.428 0.359
H 3.678 1.232 3.893
H 3.269 0.074 6.040
H 2.558 -2.297 6.046
H 2.250 -3.492 3.905
H 2.600 -2.317 1.765
H 3.756 -2.080 -0.190
H 5.733 -3.046 -1.302
H 7.852 -1.777 -1.383
H 7.996 0.453 -0.324
H 6.025 1.397 0.836
O -1.473 -2.521 0.405
C -2.077 -1.469 0.491
N -1.592 -0.218 0.130
C -2.457 0.727 0.545
O -2.100 1.915 0.462
C -3.678 0.115 1.110
C -4.844 0.645 1.618
C -5.786 -0.262 2.104
C -5.544 -1.632 2.089
C -4.354 -2.155 1.580
C -3.440 -1.254 1.085
H -5.023 1.711 1.641
H -6.720 0.103 2.509
H -6.296 -2.303 2.484
H -4.157 -3.219 1.574
N 3.606 -0.328 -5.803
C 3.060 -0.601 -4.829
C 2.387 -0.940 -3.612
C 2.419 -2.187 -3.080
C 1.764 -2.450 -1.852
C 1.303 -1.367 -1.163
N 1.272 -0.091 -1.650
C 1.496 0.054 -3.021
H 2.984 -2.967 -3.574
H 1.774 -3.422 -1.385
H 0.209 -2.128 0.212
H 1.735 1.074 -3.291

=====

# 9
17
Properties=species:S:1:pos:R:3 method="wB97M-V/def2-TZVPD" total_energy_ha=-401.01014 e_above_lowest_ev=4.534 lumo_ev="0.54 / 0.54" gap_ev="7.507 / 7.498" e_homo_ev="-6.968 / -6.959"
C 1.098 0.537 -0.105
C 0.410 -0.108 1.184
C -1.710 0.019 0.017
C 2.620 0.469 -0.065
C -1.677 -1.021 -1.118
N 0.405 0.974 -1.025
O -0.996 -0.082 1.130
O -2.751 0.813 0.169
H 0.692 -1.228 1.256
H 0.804 0.449 2.160
H 3.025 -0.595 -0.451
H 2.904 0.643 1.021
H 2.877 1.175 -0.852
H -0.950 -0.790 -1.842
H -2.697 -0.913 -1.634
H -1.452 -1.944 -0.599
H -2.603 1.601 0.755

=====

# 10
115
Properties=species:S:1:pos:R:3 method="wB97M-V/def2-TZVPD" total_energy_ha=-3494.46868 lumo_ev="-10.45 / -10.61" gap_ev="4.621 / 6.941" s_squared=0.750 multiplicity=2 total_charge=+4 e_homo_ev="-15.069 / -17.554"
Sr -0.055 8.819 10.670
Sr 2.347 8.151 16.087
S 0.788 8.181 13.439
O -0.613 8.023 12.987
O 1.179 7.083 14.335
O 1.583 8.048 12.195
O 1.096 9.380 14.211
C 1.495 13.983 16.100
O 0.389 13.210 15.649
C 0.564 12.849 14.252
C -0.670 12.151 13.695
N -1.098 10.995 14.718
H -0.257 10.454 14.859
H -1.230 11.483 15.593
C -2.239 10.114 14.373
C -3.451 10.871 14.991
O -3.544 12.233 14.503
C -4.543 13.136 15.000
H 1.258 14.939 15.633
H 2.389 13.492 15.717
H 1.486 14.073 17.186
H 1.318 12.062 14.232
H 0.678 13.687 13.565
H -0.515 11.598 12.768
H -1.585 12.743 13.673
H -1.976 9.154 14.816
H -2.193 10.036 13.287
H -3.375 10.827 16.077
H -4.407 10.451 14.677
H -4.650 13.345 16.064
H -5.546 12.763 14.792
H -4.310 14.054 14.459
C -1.976 1.905 14.961
O -1.613 3.222 14.403
C -2.243 4.254 15.133
C -2.102 5.755 14.637
N -2.297 5.786 13.103
H -1.865 6.599 12.687
H -1.711 5.053 12.728
C -3.701 5.665 12.377
C -4.729 6.753 12.734
O -5.115 6.618 14.133
C -6.495 6.995 14.387
H -3.045 1.829 15.160
H -1.468 1.688 15.901
H -1.853 1.061 14.283
H -1.965 4.288 16.187
H -3.291 3.955 15.164
H -1.046 5.994 14.765
H -2.826 6.418 15.110
H -4.014 4.636 12.553
H -3.458 5.701 11.315
H -5.562 6.572 12.054
H -4.406 7.784 12.595
H -6.296 7.634 15.248
H -7.165 6.179 14.659
H -6.954 7.666 13.661
C 7.239 12.045 14.192
O 6.042 11.799 13.393
C 4.962 11.140 13.975
C 3.956 10.743 12.893
N 4.611 10.563 11.505
H 4.015 10.683 10.698
H 5.275 11.313 11.375
C 5.632 9.435 11.328
C 6.340 9.773 10.070
O 6.655 11.142 9.943
C 7.460 11.649 8.896
H 7.096 12.705 15.047
H 7.974 12.642 13.652
H 7.660 11.081 14.476
H 4.339 11.831 14.542
H 5.228 10.413 14.742
H 3.208 11.519 12.731
H 3.488 9.830 13.261
H 5.138 8.469 11.226
H 6.359 9.521 12.135
H 5.773 9.500 9.180
H 7.219 9.142 10.198
H 7.035 12.474 8.325
H 7.820 10.862 8.232
H 8.351 12.063 9.368
C 5.290 3.004 9.495
O 4.033 3.516 10.078
C 4.178 4.845 10.649
C 2.920 5.571 11.129
N 1.873 4.549 11.610
H 0.943 4.749 11.269
H 2.084 3.704 11.098
C 2.051 4.019 13.017
C 1.059 2.774 13.063
O 1.507 1.807 12.199
C 2.185 0.652 12.674
H 5.954 2.973 10.359
H 5.789 3.581 8.716
H 5.134 1.995 9.112
H 4.660 5.460 9.889
H 4.910 4.894 11.455
H 2.497 6.096 10.272
H 3.236 6.345 11.829
H 1.661 4.835 13.625
H 3.099 3.767 13.181
H 0.070 3.057 12.704
H 0.915 2.408 14.079
H 2.348 -0.027 11.838
H 1.665 0.071 13.436
H 3.154 0.790 13.153
C 1.211 3.995 16.985
F 0.625 4.842 16.100
F 0.697 4.165 18.133
F 1.228 2.738 16.598
S 3.097 4.681 17.043
O 3.680 4.345 15.738
O 2.875 6.134 17.194
O 3.781 3.945 18.150

=====

# 11
10
Properties=species:S:1:pos:R:3 method="wB97M-V/def2-TZVPD" total_energy_ha=-1402.89659 e_above_lowest_ev=2.180 lumo_ev=3.15 gap_ev=6.695 total_charge=-1 e_homo_ev=-3.545
C -0.048 0.453 -1.144
C 1.744 0.983 -2.890
C -0.384 1.444 -3.682
C -0.256 -0.005 0.070
N 0.934 1.290 -3.755
S 3.282 0.857 -2.514
S -1.329 1.858 -4.918
S -1.273 0.838 -2.247
H -1.125 -0.463 0.343
H 0.621 0.074 0.702

=====

# 12
11
Properties=species:S:1:pos:R:3 method="wB97M-V/def2-TZVPD" total_energy_ha=-430.60436 e_above_lowest_ev=8.616 lumo_ev=-0.22 gap_ev=9.089 smiles="C1ON=C2ONN=C12" e_homo_ev=-9.311
C 1.340 0.797 0.138
C -0.111 -0.876 -0.177
C -0.130 0.544 -0.282
H 1.512 1.106 1.273
H 2.002 1.611 -0.410
H -2.766 -0.376 0.472
N 0.903 -1.534 0.006
N -2.106 -0.215 -0.353
N -1.331 0.933 -0.229
O 2.051 -0.645 -0.466
O -1.364 -1.347 0.027